ORCA calculation (ωB97M-V/def2-TZVPD) on a structure of composition C26H50FeNP3Se.

charge: +3
spin multiplicity: 6
M: 604.42 g/mol
expectation value of S²: 8.80
F_max: 2.4 eV/Å
energy above the lowest of the compared OMol25 structures with the same formula, charge and spin: 0.000 eV
HOMO energy (spin up / spin down): -15.5 / -16.8 eV

Each line ends with the Löwdin charge.
Cartesian coordinates (Å):
Fe 0.1138 0.3401 -0.1050  0.199
P -0.0203 -2.3791 0.4189  0.823
P 1.3851 -0.2451 -1.8527  0.753
P -1.6259 0.7970 1.1505  0.748
H -1.3293 4.0440 -3.4252  0.069
C -1.2153 4.3220 -2.3716  -0.023
C -0.6008 3.5028 -1.5001  -0.109
H -0.5082 2.4412 -1.7706  0.006
C -0.9782 -3.7329 -0.4261  -0.259
C 1.6233 -3.2440 0.4460  -0.260
C -0.5750 -2.7894 2.1222  -0.264
C 1.2241 0.9225 -3.2567  -0.235
C 3.1796 -0.2423 -1.4361  -0.199
C 1.1711 -1.8681 -2.6724  -0.256
C -2.3664 2.4403 0.8638  -0.237
C -1.4139 0.7936 2.9669  -0.207
C -3.0835 -0.2801 0.8885  -0.237
H -1.5438 5.3325 -2.0981  0.083
H -0.1819 3.8989 -0.5652  0.068
H -0.9168 -4.6523 0.1738  0.064
H -0.5860 -3.9538 -1.4263  0.037
H -2.0348 -3.4590 -0.5238  0.026
H 1.7275 -3.8437 1.3604  0.059
H 2.4573 -2.5312 0.3788  0.012
H 1.6905 -3.9314 -0.4130  0.060
H -0.6072 -3.8829 2.2301  0.066
H -1.5747 -2.3948 2.3202  0.026
H 0.1085 -2.3805 2.8745  0.009
H 1.6370 0.4604 -4.1631  0.063
H 1.7537 1.8561 -3.0355  0.064
H 0.1644 1.1515 -3.4284  0.015
H 3.7605 0.0008 -2.3328  0.072
H 3.4704 -1.2261 -1.0574  0.036
H 3.3780 0.5124 -0.6663  0.030
H 1.5019 -1.7837 -3.7137  0.064
H 0.1071 -2.1475 -2.6690  -0.023
H 1.7647 -2.6454 -2.1799  0.037
H -3.2044 2.5809 1.5589  0.067
H -2.7180 2.4956 -0.1721  0.031
H -1.6097 3.2155 1.0150  0.050
H -2.1941 1.4285 3.4075  0.070
H -0.4266 1.1970 3.2224  0.038
H -1.4918 -0.2258 3.3639  0.045
H -3.9504 0.2148 1.3428  0.066
H -2.9421 -1.2686 1.3387  0.025
H -3.2503 -0.4012 -0.1906  0.027
C -3.6683 -0.2913 -3.3208  -0.541
C -2.9998 0.9250 -3.1024  -0.091
C -3.7152 2.1247 -3.1515  -0.015
C -5.0860 2.1223 -3.4302  0.031
C -5.7628 0.9060 -3.5381  -0.004
C -5.0693 -0.3013 -3.4404  -0.058
Se -2.6871 -1.9091 -3.6544  1.152
H -3.2881 -2.5397 -2.4611  -0.074
H -1.9154 0.9226 -2.9862  0.074
H -3.1806 3.0626 -3.0056  0.085
H -5.6067 3.0704 -3.5719  0.144
H -6.8332 0.8961 -3.7506  0.140
H -5.5918 -1.2514 -3.5550  0.128
C 4.2808 -1.2059 2.6777  0.019
N 2.8588 -1.4403 3.0534  -0.181
C 2.7607 -2.3655 4.2150  0.013
C 2.0510 -0.1723 3.3633  -0.076
C 2.2336 0.8702 2.3155  -0.256
C 3.3365 1.7332 2.3962  -0.024
C 3.5205 2.7394 1.4579  -0.037
C 2.5911 2.9547 0.4413  -0.028
C 1.4920 2.0838 0.3765  -0.221
C 1.3167 1.0299 1.2831  -0.235
H 4.7547 -0.5605 3.4253  0.119
H 4.3320 -0.7523 1.6812  0.102
H 4.7702 -2.1848 2.6492  0.116
H 2.3789 -1.8653 2.2228  0.119
H 3.1171 -1.8192 5.1013  0.125
H 1.7158 -2.6576 4.3710  0.102
H 3.3899 -3.2430 4.0271  0.117
H 1.0060 -0.4941 3.4375  0.102
H 2.3838 0.1651 4.3560  0.153
H 4.0655 1.6090 3.2182  0.133
H 4.3930 3.3899 1.5389  0.130
H 2.7064 3.7854 -0.2715  0.132
H 0.6804 2.2236 -0.3611  0.008